[1]
{"formula": "C5H10N", "method": "ωB97M-V with the def2-TZVPD basis set", "total_charge": 1, "e_homo_ev": -13.4, "lumo_energy_ev": -4.2935, "de_lowest_kj_mol": 579.8, "e_tot_ha": -250.78446, "elements": ["C", "C", "C", "C", "C", "N", "H", "H", "H", "H", "H", "H", "H", "H", "H", "H"], "positions_angstrom": [[1.192, -0.133, -0.259], [3.488, 0.146, 0.004], [-1.212, -1.046, 0.787], [-0.052, -0.555, 0.033], [-2.176, 1.049, -0.107], [-1.433, -0.280, -0.451], [3.435, 1.140, 0.429], [1.442, 0.314, -1.171], [3.539, -0.647, 0.793], [3.515, -0.080, -1.032], [-1.550, -2.075, 0.759], [-1.471, -0.665, 1.765], [-1.722, 1.768, -0.810], [-3.201, 0.806, -0.429], [-1.973, 1.127, 0.920], [-1.821, -0.870, -1.233]], "lowdin_charge": [0.136, 0.209, -0.046, -0.207, 0.077, -0.056, 0.037, 0.014, 0.050, 0.018, 0.132, 0.129, 0.110, 0.114, 0.074, 0.210]}

---

[2]
{"formula": "C5H10N", "method": "ωB97M-V with the def2-TZVPD basis set", "total_charge": 1, "e_homo_ev": [-13.4, -13.3], "lumo_energy_ev": [-5.7676, -5.3211], "de_lowest_kj_mol": 520.5, "e_tot_ha": -250.80703, "elements": ["C", "C", "C", "C", "C", "N", "H", "H", "H", "H", "H", "H", "H", "H", "H", "H"], "positions_angstrom": [[2.128, 0.626, -0.573], [0.688, -0.199, 1.456], [-0.101, -0.403, 0.279], [-0.750, -1.534, -0.387], [-1.751, 1.375, -0.315], [1.161, 0.087, 0.098], [2.052, 0.723, -1.630], [2.987, 0.805, -0.062], [0.395, 0.564, 2.195], [1.142, -1.125, 1.821], [-0.541, -1.347, -1.494], [-1.807, -1.582, -0.268], [-0.270, -2.478, -0.024], [-1.094, 1.926, -0.961], [-1.897, 1.818, 0.636], [-2.343, 0.745, -0.771]], "lowdin_charge": [0.225, 0.017, -0.271, -0.027, 0.242, -0.016, 0.112, 0.084, 0.144, 0.141, 0.125, 0.074, 0.113, 0.034, 0.035, -0.033]}

---

[3]
{"formula": "C5H10N2", "method": "ωB97M-V with the def2-TZVPD basis set", "total_charge": -1, "e_homo_ev": [0.5, -2.2], "lumo_energy_ev": [3.3277, 3.3068], "de_lowest_kj_mol": 64.6, "e_tot_ha": -305.93665, "s_squared": 0.769, "multiplicity": 2, "elements": ["C", "C", "C", "C", "H", "H", "H", "H", "H", "H", "N", "C", "N", "H", "H", "H", "H"], "positions_angstrom": [[2.597, 0.528, 1.671], [1.416, 1.269, 1.681], [0.396, 1.272, 0.716], [-0.723, 2.109, 0.687], [2.820, -0.178, 0.875], [3.274, 0.555, 2.518], [1.248, 1.944, 2.520], [0.483, 0.523, -0.072], [-1.539, 1.944, -0.006], [-0.850, 2.931, 1.384], [-1.953, -2.300, -0.985], [-1.236, -1.846, -2.069], [-0.032, -1.490, -1.954], [-2.943, -2.127, -1.001], [-1.511, -2.083, -0.101], [-1.778, -1.883, -3.021], [0.332, -1.167, -2.843]], "mulliken_spin": [0.436, 0.100, 0.064, 0.427, -0.009, 0.012, -0.017, -0.023, 0.006, 0.000, 0.012, 0.002, 0.001, -0.005, -0.005, -0.002, -0.001]}

---

[4]
{"formula": "C5H10N2", "method": "ωB97M-V with the def2-TZVPD basis set", "total_charge": 0, "e_homo_ev": -7.7, "lumo_energy_ev": 0.6591, "de_lowest_kj_mol": 666.1, "e_tot_ha": -305.77014, "elements": ["C", "C", "C", "C", "C", "N", "N", "H", "H", "H", "H", "H", "H", "H", "H", "H", "H"], "positions_angstrom": [[-0.331, -0.399, 1.417], [0.328, -0.737, 0.167], [-0.945, 0.131, 0.119], [2.431, 0.129, -0.487], [-1.204, 1.582, -0.182], [-0.323, -1.836, -0.389], [-1.401, -0.950, -0.750], [-0.804, -1.249, 1.886], [0.078, 0.281, 2.109], [3.063, -0.735, -0.747], [2.643, 0.667, 0.463], [2.127, 0.740, -1.232], [-1.955, 2.086, 0.356], [-1.347, 1.928, -1.200], [-0.190, 2.031, 0.061], [0.216, -2.353, -1.035], [-2.386, -1.318, -0.555]], "lowdin_charge": [-0.058, -0.226, -0.401, 0.106, -0.021, -0.013, -0.001, 0.102, 0.089, 0.011, 0.018, -0.053, 0.047, 0.070, 0.098, 0.099, 0.133]}